1.
81
Properties=species:S:1:pos:R:3:forces:R:3:mulliken_charge:R:1 method="wB97M-V/def2-TZVPD" lumo_ev="-9.0 / -12.0" fmax_ev_per_a=2.65 gap_ev="6.5 / 3.5" de_lowest_kcal_mol=36.9 total_charge=+3 spin_multiplicity=5 e_homo_ev="-15.58 / -15.55" e_tot_ev=-162909.52873
Mn 0.13788 -0.12807 -0.41724 -1.0 -1.0 2.2 0.335
P 0.94763 1.01865 -2.24227 0.6 1.0 -1.3 0.413
P -2.16469 -0.12918 -1.22917 -1.1 0.4 -0.5 1.091
P 2.33687 -0.63939 0.53571 1.1 0.2 0.4 0.918
H -1.40005 -2.94931 0.13908 -0.2 0.4 0.0 0.623
C -0.54446 -2.42111 0.55042 0.1 1.0 0.3 -1.681
C -0.77760 -1.35460 1.55429 0.0 -0.6 -0.5 -0.895
H -1.82306 -1.08400 1.72834 0.5 0.1 0.0 0.515
C 1.35659 0.07547 -3.76535 -0.1 -0.2 0.3 -1.349
C -0.14079 2.32697 -2.95041 0.1 -0.2 0.2 -1.340
C 2.50362 1.97442 -2.02393 -0.1 -0.1 0.0 -1.291
C -3.48009 -1.01646 -0.28330 0.3 -0.1 0.1 -1.528
C -3.12972 1.42076 -1.53338 0.2 0.1 0.0 -1.520
C -2.29674 -0.94392 -2.87346 0.2 -0.1 0.0 -1.051
C 2.46409 -1.72164 2.02636 -0.3 0.0 -0.1 -1.521
C 3.48170 0.69094 1.11767 -0.1 0.1 -0.1 -1.423
C 3.42889 -1.53741 -0.63856 -0.2 -0.1 -0.1 -0.795
H 0.20886 -3.17219 0.76926 0.3 0.3 0.2 0.601
H -0.11630 -1.37326 2.42628 -0.3 0.2 -0.4 0.695
H 1.67060 0.77555 -4.55002 -0.1 -0.3 0.1 0.568
H 0.47985 -0.49325 -4.09394 0.1 0.2 -0.1 0.328
H 2.16170 -0.63449 -3.54525 0.0 0.2 -0.1 0.329
H 0.43591 2.89286 -3.69217 -0.1 -0.1 0.1 0.632
H -0.47829 3.01542 -2.16643 0.1 -0.1 -0.2 0.285
H -1.00993 1.88200 -3.44693 0.2 0.1 0.1 0.378
H 2.71733 2.48389 -2.97161 0.0 -0.1 0.2 0.653
H 3.34154 1.31080 -1.78588 -0.2 0.2 -0.1 0.311
H 2.39531 2.72839 -1.23568 0.1 -0.2 -0.2 0.341
H -4.37259 -1.12192 -0.91583 0.3 0.1 0.1 0.524
H -3.74945 -0.43309 0.60667 0.0 -0.1 -0.2 0.355
H -3.16076 -2.01154 0.03509 -0.2 0.1 -0.1 0.366
H -3.90455 1.21961 -2.28775 0.2 0.0 0.2 0.534
H -2.49703 2.23575 -1.89883 -0.3 -0.2 0.1 0.314
H -3.62458 1.74900 -0.60996 0.1 -0.2 -0.3 0.506
H -3.35269 -1.19129 -3.07174 0.4 0.1 0.0 0.532
H -1.68718 -1.86483 -2.88492 -0.4 0.3 -0.1 0.129
H -1.92517 -0.27334 -3.66367 -0.1 -0.2 0.2 0.287
H 3.52129 -1.97009 2.19101 -0.3 0.1 -0.1 0.550
H 1.90439 -2.65239 1.89830 0.1 0.1 0.1 0.341
H 2.08942 -1.20087 2.91613 0.1 -0.1 -0.2 0.381
H 4.44816 0.24079 1.39016 -0.3 0.0 -0.1 0.595
H 3.08758 1.19466 2.01110 0.0 -0.2 -0.3 0.343
H 3.66426 1.44164 0.34103 -0.1 -0.2 0.2 0.333
H 4.28086 -1.96160 -0.08675 -0.2 0.1 -0.3 0.537
H 3.80002 -0.85137 -1.41183 -0.1 -0.2 0.2 0.261
H 2.85757 -2.34381 -1.12850 0.4 0.2 0.2 0.076
C 0.52853 -5.02311 -2.29202 -0.1 -0.6 0.2 0.919
C -0.21468 -5.57050 -1.21223 -0.3 -0.6 0.3 -0.098
C -0.37792 -6.94676 -1.08667 -0.2 0.9 0.4 -0.788
C 0.18974 -7.82314 -2.02012 0.3 0.2 -0.5 -0.389
C 0.95273 -7.29970 -3.08542 -0.1 0.9 0.2 -0.724
C 1.12668 -5.92133 -3.20824 0.2 -1.0 -0.5 -0.625
Se 0.72220 -3.21656 -2.55048 0.0 -0.6 -0.1 0.431
H -0.11771 -1.80443 -0.34102 0.2 -1.5 -0.9 0.003
H -0.66157 -4.90537 -0.48694 -0.1 -0.1 0.0 0.263
H -0.95567 -7.34519 -0.25128 0.2 0.2 -0.2 0.433
H 0.04894 -8.89915 -1.92855 0.0 0.2 0.0 0.440
H 1.40174 -7.96638 -3.80521 0.1 0.0 -0.1 0.434
H 1.71741 -5.52061 -4.01970 0.1 -0.1 -0.1 0.411
C -1.46588 3.02149 3.65236 0.5 0.2 -0.2 -0.911
N -0.09326 2.46904 3.74392 -0.2 0.1 -0.2 0.167
C 0.88974 3.50423 3.38548 -0.4 0.1 -0.3 -0.864
N 0.63412 4.07547 2.04176 -0.2 -0.1 0.2 0.212
C -0.73893 4.61679 1.99259 0.1 -0.5 0.3 -0.942
N -1.74313 3.58041 2.31675 0.4 -0.2 -0.2 0.241
C -1.80281 2.54508 1.28335 -0.3 0.2 0.1 -1.499
P -0.19642 1.57584 1.11152 0.0 1.5 1.3 2.100
C 0.05305 1.25933 2.95591 0.0 0.2 0.0 -1.279
C 0.89796 3.13364 0.97127 0.1 -0.1 0.0 -1.073
H -1.55919 3.83265 4.39394 0.0 -0.4 -0.3 0.329
H -2.18814 2.22200 3.86037 0.1 0.2 0.1 0.380
H 1.89651 3.06952 3.40513 -0.2 0.2 0.1 0.388
H 0.81434 4.32262 4.12173 0.1 -0.4 -0.3 0.312
H -0.93528 5.00311 0.98502 0.0 0.1 0.3 0.371
H -0.81787 5.42205 2.74185 0.0 -0.3 -0.4 0.321
H -2.61846 1.84760 1.52196 0.1 0.1 -0.1 0.368
H -2.02762 3.02775 0.32200 0.1 -0.2 0.2 0.328
H 1.04934 0.82474 3.11886 -0.2 0.1 0.0 0.377
H -0.70197 0.53747 3.28466 0.1 0.1 -0.1 0.514
H 0.68798 3.61247 0.00326 0.1 -0.1 0.2 0.449
H 1.95579 2.84142 0.99630 -0.3 0.1 0.0 0.416

---

2.
14
Properties=species:S:1:pos:R:3:forces:R:3:mulliken_charge:R:1 method="wB97M-V/def2-TZVPD" lumo_ev="-5.4 / -5.4" fmax_ev_per_a=4.88 gap_ev="8.1 / 8.0" de_lowest_kcal_mol=192.8 total_charge=+1 spin_multiplicity=1 e_homo_ev="-13.43 / -13.44" e_tot_ev=-9274.43090
C -0.21605 3.23259 0.46800 0.8 -1.6 0.6 0.002
C -0.34754 2.05376 0.79796 -0.1 3.0 -0.7 -0.198
C -0.34257 0.71150 0.95423 3.1 -1.5 -2.0 0.307
C 0.14500 -1.84862 -1.60235 0.4 2.8 0.6 -0.554
N -1.00162 -0.14133 1.58634 -2.3 -3.7 2.3 -0.311
N 1.19667 -0.20727 -0.39819 -2.9 0.7 -0.5 -0.286
O 0.98938 -1.54003 -0.47439 1.8 2.7 2.2 -0.140
H 0.20230 4.20010 0.17476 -0.8 -0.6 0.2 0.400
H -0.10714 -0.88201 -2.05009 0.5 -0.3 -0.6 0.340
H -0.77232 -2.13688 -1.18991 -1.1 -1.8 0.2 0.276
H 0.85134 -2.42275 -2.12826 -0.4 -1.4 -1.4 0.296
H -1.80483 0.00475 2.24342 0.7 0.8 -0.8 0.288
H -0.86184 -1.22171 1.61677 0.7 2.4 -0.8 0.297
H 2.06921 0.19790 0.00171 -0.4 -1.7 0.9 0.284

---

3.
133
Properties=species:S:1:pos:R:3:forces:R:3:mulliken_charge:R:1 method="wB97M-V/def2-TZVPD" lumo_ev=3.7 fmax_ev_per_a=0.38 gap_ev=5.6 de_lowest_kcal_mol=0.0 total_charge=-2 spin_multiplicity=1 e_homo_ev=-1.94 e_tot_ev=-163883.24327
Ca -0.60031 0.29385 0.93792 0.3 0.1 0.2 1.207
C -0.31135 -4.88899 3.63171 0.0 0.0 0.0 -1.420
N -0.82844 -3.60377 3.23562 0.0 0.0 0.0 0.831
C -2.14036 -3.28177 3.73774 0.0 0.0 0.0 -0.724
C -0.02190 -2.67418 2.61551 0.0 0.0 0.1 -1.063
N -0.00030 -1.39332 2.88096 -0.1 -0.2 0.1 1.057
C -0.42557 -0.99011 4.16937 0.0 0.0 -0.1 -1.031
C 0.09557 -1.61994 5.29884 0.0 0.0 0.0 0.030
C -0.27738 -1.26328 6.58499 0.0 0.0 0.0 -0.947
C -1.17716 -0.22113 6.75436 0.0 0.0 0.0 -0.928
C -1.66731 0.44998 5.64640 0.0 0.0 0.0 -0.232
C -1.31609 0.09809 4.33367 0.0 0.0 0.0 -0.601
N -1.73065 0.86696 3.24193 -0.1 0.1 0.0 2.198
C -2.93441 1.43177 3.31384 0.0 -0.1 0.0 -0.748
N -4.02488 0.77194 3.79343 0.0 0.0 0.0 1.090
C -5.09064 1.42629 4.51227 0.0 0.0 0.0 -1.426
C -4.16810 -0.65889 3.65370 0.0 0.0 0.0 -0.560
N -3.16353 2.70631 2.93161 0.0 0.0 0.0 0.308
C -2.08664 3.65859 2.79856 0.0 0.0 0.0 -1.186
C -4.40089 3.09558 2.26265 0.0 0.0 0.0 -1.237
N 0.77594 -3.22748 1.65867 0.0 0.0 -0.1 0.891
C 0.25514 -4.23515 0.75312 0.0 0.0 0.0 -0.803
C 2.10747 -2.73463 1.36226 0.0 0.0 0.1 -0.948
H -0.30159 -4.96809 4.72731 0.0 0.0 0.0 0.375
H 0.70513 -5.01836 3.26699 0.0 0.0 0.0 0.360
H -0.93024 -5.70346 3.23934 0.0 0.0 0.0 0.331
H -2.80327 -4.13092 3.54795 0.0 0.0 0.0 0.426
H -2.52145 -2.43993 3.17503 0.0 0.0 0.0 -0.210
H -2.13791 -3.05619 4.81105 0.0 0.0 0.0 0.182
H 0.81600 -2.41713 5.14493 0.0 0.0 0.0 0.428
H 0.14436 -1.77908 7.43918 0.0 0.0 0.0 0.389
H -1.47769 0.09179 7.74768 0.0 0.0 0.0 0.362
H -2.33361 1.29381 5.78681 0.0 0.0 0.0 0.411
H -4.80345 2.44192 4.77608 0.0 0.0 0.0 0.406
H -5.28164 0.86765 5.43584 0.0 0.0 0.0 0.415
H -6.01418 1.45369 3.92553 0.0 0.0 0.0 0.303
H -3.58902 -0.98866 2.79352 0.0 0.0 0.0 -0.532
H -5.20986 -0.87848 3.41878 0.0 0.0 0.0 0.639
H -3.86107 -1.18396 4.56696 0.0 0.0 0.0 0.176
H -1.26087 3.37795 3.44439 0.0 0.0 0.0 0.329
H -2.45882 4.64335 3.09721 0.0 0.0 0.0 0.390
H -1.73970 3.70800 1.76372 0.0 0.0 0.0 0.218
H -4.96991 2.21564 1.96244 0.0 0.0 0.0 0.226
H -4.13804 3.62119 1.34570 0.0 0.0 0.0 0.478
H -5.00571 3.74969 2.90243 0.0 0.0 0.0 0.250
H -0.82703 -4.29403 0.84301 0.0 0.0 0.0 0.360
H 0.70380 -5.22006 0.93956 0.0 0.0 0.0 0.287
H 0.47924 -3.93642 -0.27234 0.0 0.0 0.0 -0.198
H 2.11005 -1.93781 0.62021 0.0 0.0 -0.1 -0.368
H 2.70410 -3.58383 1.01484 0.0 0.0 0.0 0.505
H 2.56624 -2.33894 2.26652 0.0 0.0 0.0 0.413
N 0.73493 3.71742 -0.56928 -0.1 0.0 0.0 0.302
P 0.45195 2.36527 -1.59975 0.0 0.0 0.0 1.114
C 1.90783 2.53074 -2.72584 0.1 0.1 0.1 0.187
C 1.82679 2.00581 -4.01670 0.0 0.0 0.0 -0.410
C 2.90291 2.08892 -4.88587 0.0 0.0 0.0 -0.504
C 4.08414 2.69659 -4.47870 0.0 0.0 0.0 -0.573
C 4.17956 3.20786 -3.19301 0.0 0.0 0.0 -0.559
C 3.10262 3.12072 -2.31917 0.0 -0.1 0.0 -0.315
C -0.76412 3.07831 -2.77499 0.0 0.0 -0.1 0.102
C -1.73665 2.22843 -3.28672 0.0 0.0 0.0 0.270
C -2.65600 2.68681 -4.22212 0.0 0.0 0.0 -0.697
C -2.61150 4.00435 -4.64742 0.0 0.0 0.0 -0.689
C -1.64082 4.86448 -4.14250 0.0 0.0 0.0 -0.686
C -0.71986 4.39880 -3.21788 0.0 0.0 0.0 -0.633
C 0.98817 3.67479 0.78451 0.1 0.0 -0.1 -0.293
C 1.62337 4.78118 1.37987 0.0 0.0 0.0 -0.936
C 1.95704 4.72358 2.71071 0.0 0.0 0.0 -1.030
C 1.65452 3.57593 3.43695 0.0 0.0 0.0 -1.032
C 0.98219 2.56702 2.78040 0.0 0.0 0.0 -0.682
N 0.62581 2.60815 1.49233 -0.1 0.2 0.1 1.718
H 1.06928 4.56495 -1.00304 0.0 0.0 0.0 0.356
H 0.90588 1.53677 -4.34664 0.0 0.0 0.0 0.146
H 2.81844 1.67499 -5.88368 0.0 0.0 0.0 0.454
H 4.92611 2.76158 -5.15846 0.0 0.0 0.0 0.330
H 5.10366 3.66246 -2.85470 0.0 0.0 0.0 0.386
H 3.21124 3.45565 -1.29717 0.0 0.0 0.0 0.111
H -1.83115 1.21124 -2.92350 0.0 0.0 0.0 0.321
H -3.42435 2.00591 -4.56728 0.0 0.0 0.0 0.457
H -3.33957 4.37073 -5.36218 0.0 0.0 0.0 0.330
H -1.60355 5.89715 -4.47091 0.0 0.0 0.0 0.378
H 0.04173 5.07775 -2.84782 0.0 0.0 0.0 0.154
H 1.87634 5.64162 0.77237 0.0 0.0 0.0 0.462
H 2.46743 5.55809 3.17777 0.0 0.0 0.0 0.374
H 1.92580 3.45600 4.47607 0.0 0.0 0.0 0.477
H 0.71106 1.67073 3.32278 0.0 0.0 0.0 0.145
N 2.78958 -0.02161 3.37758 -0.1 0.0 0.0 -0.203
C 3.63109 0.45225 2.28343 0.0 0.0 0.0 -1.229
C 2.85110 0.85977 1.01823 0.0 0.1 -0.2 -0.150
O 3.35905 1.76452 0.34161 0.0 0.0 0.0 -0.555
O 1.78614 0.22855 0.73806 0.1 -0.1 0.3 1.818
H 3.20901 -0.80355 3.86339 0.0 0.0 0.0 0.391
H 1.91169 -0.36317 2.99051 0.0 0.0 0.0 -0.418
H 4.36056 -0.30333 1.95249 0.0 0.0 0.0 0.225
H 4.20063 1.33297 2.58486 0.0 0.0 0.0 0.446
S -4.00562 -0.62192 -2.80694 0.0 0.0 0.0 -0.682
Sb -3.88253 -0.16133 -0.54819 0.0 0.0 0.0 0.785
S -2.61360 1.80062 -0.19111 0.0 0.0 0.0 -0.745
S -2.45969 -1.76886 0.45012 0.0 -0.1 0.0 -0.686
S -5.88846 0.01840 0.57420 0.0 0.0 0.0 -0.764
C 4.19935 -0.46082 -1.97291 0.0 0.0 0.0 0.205
Si 3.77674 -1.92881 -3.04226 0.0 0.0 0.0 0.004
C 5.22702 -3.13881 -3.02325 0.0 0.0 0.0 -1.186
C 3.47021 -1.44017 -4.82724 0.0 0.0 0.0 -0.757
C 2.26480 -2.79634 -2.36170 0.0 0.0 0.0 -0.926
Te 0.63575 -1.41096 -2.10581 -0.2 0.0 -0.1 -0.648
C -0.89708 -2.73416 -2.78698 0.0 0.0 0.0 -0.074
Si -1.18638 -2.73953 -4.62997 0.0 0.0 0.0 0.113
C 0.22193 -3.66522 -5.48672 0.0 0.0 0.0 -0.763
C -1.25994 -1.00769 -5.33059 0.0 0.0 0.0 -0.037
C -2.79486 -3.63901 -4.97591 0.0 0.0 0.0 -1.019
H 4.95514 0.17422 -2.44225 0.0 0.0 0.0 0.446
H 4.58980 -0.78451 -1.00330 0.0 0.0 0.0 0.193
H 3.33790 0.17740 -1.75936 0.0 0.0 0.0 -0.723
H 6.13551 -2.66945 -3.41082 0.0 0.0 0.0 0.312
H 5.01372 -4.01816 -3.63666 0.0 0.0 0.0 0.299
H 5.43588 -3.47954 -2.00584 0.0 0.0 0.0 0.287
H 4.24073 -0.75168 -5.18236 0.0 0.0 0.0 0.363
H 2.50568 -0.93691 -4.92123 0.0 0.0 0.0 -0.041
H 3.46694 -2.31929 -5.47761 0.0 0.0 0.0 0.376
H 2.47649 -3.26537 -1.39960 0.0 0.0 0.0 0.296
H 1.90850 -3.57003 -3.04540 0.0 0.0 0.0 0.595
H -1.79872 -2.37394 -2.27947 0.0 0.0 0.0 -0.112
H -0.67163 -3.72278 -2.37895 0.0 0.0 0.0 0.506
H 1.17250 -3.14400 -5.34650 0.0 0.0 0.0 -0.121
H 0.03924 -3.73857 -6.56274 0.0 0.0 0.0 0.362
H 0.32955 -4.68048 -5.09413 0.0 0.0 0.0 0.284
H -0.29254 -0.50665 -5.24466 0.0 0.0 0.0 -0.139
H -2.00268 -0.42594 -4.77821 0.0 0.0 0.0 -0.296
H -1.54708 -1.02722 -6.38617 0.0 0.0 0.0 0.481
H -2.75875 -4.66689 -4.60426 0.0 0.0 0.0 0.285
H -3.02111 -3.67015 -6.04558 0.0 0.0 0.0 0.296
H -3.60481 -3.11865 -4.45805 0.0 0.0 0.0 0.264

---

4.
13
Properties=species:S:1:pos:R:3:forces:R:3:mulliken_charge:R:1 method="wB97M-V/def2-TZVPD" lumo_ev=-1.6 fmax_ev_per_a=6.98 gap_ev=7.9 de_lowest_kcal_mol=130.2 total_charge=0 spin_multiplicity=1 e_homo_ev=-9.53 e_tot_ev=-9729.84181
C 1.36976 0.55445 -1.46854 -2.2 1.5 1.7 -0.729
C -0.19754 -0.34551 0.42466 0.0 1.3 -2.5 0.556
C -0.96086 0.82862 0.65473 3.5 -1.3 -1.5 -0.322
C -2.24162 0.59876 1.24948 -4.1 -1.7 4.7 0.203
C -0.63486 -1.71123 0.72365 -2.0 -2.9 2.6 0.131
H 1.86456 1.47298 -0.95202 -1.1 -1.3 -1.1 0.248
H 2.05955 0.13997 -2.16255 0.5 -0.5 -0.4 0.275
H 0.35036 0.79102 -2.05902 2.4 -0.1 1.3 0.328
H 2.00479 -1.10077 0.65022 -2.5 1.8 -3.4 0.287
H -0.34745 1.81879 0.33482 -2.4 -2.2 0.9 0.276
N 0.92305 -0.49547 -0.51392 1.4 -1.2 3.9 -0.423
N -3.13331 0.19662 1.98289 4.7 2.5 -4.5 -0.433
N -1.05644 -2.74823 1.13560 1.9 4.0 -1.9 -0.397